[1]
{
  "formula": "C60H60BCl14O2",
  "method": "the ωB97M-V functional and the def2-TZVPD basis",
  "elements": ["Cl", "Cl", "Cl", "Cl", "Cl", "Cl", "Cl", "Cl", "Cl", "Cl", "Cl", "Cl", "Cl", "Cl", "O", "O", "C", "C", "C", "C", "C", "C", "C", "C", "C", "C", "C", "C", "C", "C", "C", "C", "C", "C", "C", "C", "C", "C", "C", "C", "C", "C", "C", "C", "C", "C", "C", "C", "C", "C", "C", "C", "C", "C", "C", "C", "C", "C", "C", "C", "C", "C", "C", "C", "C", "C", "C", "C", "C", "C", "C", "C", "C", "C", "C", "C", "B", "H", "H", "H", "H", "H", "H", "H", "H", "H", "H", "H", "H", "H", "H", "H", "H", "H", "H", "H", "H", "H", "H", "H", "H", "H", "H", "H", "H", "H", "H", "H", "H", "H", "H", "H", "H", "H", "H", "H", "H", "H", "H", "H", "H", "H", "H", "H", "H", "H", "H", "H", "H", "H", "H", "H", "H", "H", "H", "H", "H"],
  "coordinates": [[-0.422, 8.055, 3.982], [7.590, -3.631, 0.730], [8.746, 0.466, -2.304], [-0.943, -6.286, -1.805], [-14.625, -2.167, 0.009], [6.578, -1.478, 2.861], [-5.528, 8.305, 8.553], [1.851, -4.734, -1.407], [-12.565, -0.386, -1.642], [-2.908, 8.056, 6.749], [0.878, 6.411, 1.593], [-5.825, 3.005, -1.177], [8.839, -0.411, -5.368], [-8.671, 1.593, -1.420], [-1.416, -1.867, -1.512], [0.794, 1.779, -0.104], [-0.080, -0.098, -4.660], [6.560, -4.073, 2.046], [-5.972, 1.381, -1.756], [-6.153, -1.230, -2.678], [-1.656, 4.323, 4.669], [0.781, -0.727, -0.093], [-0.664, 1.585, -2.570], [-1.112, 0.822, -4.813], [-1.449, 5.689, 4.780], [2.945, -6.866, -2.603], [-5.346, 10.232, 4.487], [3.761, 3.894, -0.172], [2.448, 3.479, 0.510], [2.850, 0.585, -1.173], [-4.914, -0.613, -2.579], [5.342, -5.793, 3.200], [-4.826, 0.690, -2.119], [9.700, -2.783, -4.440], [4.622, -1.296, -0.847], [-5.440, 9.035, 6.988], [-12.719, -2.242, 1.906], [-7.211, 0.763, -1.859], [-10.577, -1.175, 1.717], [0.560, -6.963, -2.329], [1.763, -6.286, -2.158], [-1.402, 1.664, -3.747], [1.302, 3.037, -0.433], [5.191, -2.535, -1.580], [-11.477, -1.946, 2.440], [-13.066, -1.771, 0.648], [-4.296, 8.930, 6.208], [-7.301, -0.542, -2.319], [3.460, -0.742, -1.688], [-4.251, 9.530, 4.957], [-10.921, -0.701, 0.462], [4.897, -4.857, 4.124], [0.549, -8.211, -2.936], [0.650, -0.158, -3.479], [-0.100, 5.631, 2.787], [2.930, -8.109, -3.209], [6.172, -5.400, 2.165], [10.071, -3.677, -3.450], [-0.670, 6.342, 3.835], [-0.315, 4.262, 2.678], [9.296, -1.499, -4.106], [10.040, -3.287, -2.118], [9.636, -2.006, -1.782], [5.751, -0.259, -0.709], [-1.359, -3.189, -1.038], [-6.537, 9.738, 6.513], [-1.093, 3.611, 3.620], [6.116, -3.137, 2.969], [-12.166, -0.997, -0.074], [0.392, 0.681, -2.387], [5.284, -3.534, 4.007], [1.730, -8.785, -3.375], [-1.746, -0.912, -0.524], [-6.492, 10.336, 5.265], [9.262, -1.109, -2.773], [-0.630, -0.662, 0.503], [1.217, 0.610, -0.963], [-2.093, 0.009, -0.989], [6.216, -2.759, -1.276], [2.710, -1.525, -1.822], [1.711, -9.758, -3.848], [3.785, 3.553, -1.208], [6.520, -6.121, 1.438], [3.847, 4.983, -0.203], [6.112, -0.150, 0.315], [-0.915, 2.259, -1.755], [9.720, -3.078, -5.480], [6.612, -0.571, -1.304], [-0.823, 0.273, 1.035], [2.071, 4.284, 1.141], [4.942, -2.797, 4.720], [4.252, -1.648, 0.122], [1.432, -0.907, -3.423], [-2.616, -1.301, 0.036], [0.864, -1.652, -0.669], [-5.305, 10.698, 3.511], [-0.368, -3.603, -1.215], [10.327, -3.980, -1.338], [5.222, -2.305, -2.650], [0.476, 3.760, -0.302], [4.583, -3.430, -1.429], [10.382, -4.677, -3.719], [5.452, 0.720, -1.085], [-9.604, -0.942, 2.127], [3.208, 1.387, -1.832], [-0.391, -8.728, -3.063], [4.248, -5.157, 4.935], [-4.010, -1.142, -2.856], [-3.354, 9.439, 4.359], [-11.213, -2.316, 3.421], [-1.258, 2.546, 3.527], [-0.730, -1.461, 1.255], [3.857, -8.550, -3.553], [-10.223, -0.100, -0.105], [4.623, 3.476, 0.347], [-1.661, 0.875, -5.746], [-7.425, 9.813, 7.125], [-13.427, -2.842, 2.461], [-2.211, 2.381, -3.851], [-1.900, 6.241, 5.596], [-6.228, -2.248, -3.034], [0.121, 3.709, 1.856], [-7.351, 10.881, 4.900], [5.040, -6.829, 3.282], [3.301, 0.797, -0.193], [9.604, -1.694, -0.747], [-1.537, -3.258, 0.042], [2.609, 2.622, 1.169], [1.490, -0.775, 0.747], [3.893, -0.566, -2.682], [-3.858, 1.169, -2.043], [0.172, -0.774, -5.472], [-8.272, -1.014, -2.394], [1.601, 3.131, -1.485], [-2.120, -3.805, -1.529], [-2.265, 3.816, 5.407], [3.875, -6.331, -2.470]],
  "atomic_forces_ev_per_a": [[-0.001, 0.008, 0.011], [0.153, -0.002, 0.180], [0.218, 0.165, -0.158], [0.157, -0.154, -0.016], [0.001, 0.014, -0.010], [0.032, 0.002, -0.018], [0.016, -0.011, -0.007], [0.033, -0.135, -0.025], [-0.012, -0.014, -0.002], [-0.182, 0.265, 0.316], [-0.159, 0.292, 0.071], [-0.019, -0.001, -0.005], [-0.009, 0.015, 0.010], [0.032, 0.087, -0.028], [-0.252, 0.207, -0.276], [0.193, 0.032, -0.131], [0.043, 0.049, -0.041], [0.016, -0.123, -0.086], [0.044, 0.020, 0.013], [0.039, 0.052, 0.021], [0.021, -0.029, -0.049], [-0.109, 0.820, 0.134], [0.023, 0.113, -0.009], [0.176, -0.165, 0.093], [-0.039, -0.121, 0.090], [0.044, -0.094, -0.049], [-0.038, 0.002, 0.039], [-0.368, 0.184, 0.015], [-0.024, -0.443, -0.120], [0.011, -0.241, 0.026], [-0.006, -0.101, -0.032], [-0.008, 0.044, 0.037], [0.125, -0.015, -0.028], [0.032, -0.084, 0.029], [0.264, -0.495, -0.660], [-0.052, 0.004, 0.049], [0.054, -0.010, 0.065], [-0.058, -0.066, 0.000], [-0.043, -0.034, 0.030], [-0.044, -0.036, -0.001], [0.110, 0.065, 0.031], [-0.080, -0.057, -0.163], [-0.367, 0.379, 0.361], [0.030, 0.191, 0.021], [0.030, 0.032, -0.034], [-0.049, -0.039, 0.030], [0.088, -0.025, -0.083], [0.019, -0.077, -0.025], [0.268, 0.376, 0.054], [-0.038, 0.057, -0.080], [0.075, -0.013, 0.060], [0.032, -0.025, -0.042], [0.045, -0.067, -0.034], [-0.103, -0.009, -0.089], [0.005, -0.153, -0.096], [-0.034, -0.012, 0.003], [-0.062, -0.060, 0.031], [-0.007, 0.026, 0.042], [-0.013, 0.026, 0.038], [-0.013, -0.020, -0.011], [-0.004, -0.025, -0.063], [0.001, -0.006, -0.049], [0.019, -0.090, 0.028], [0.047, -0.138, 0.017], [0.008, 0.120, 0.334], [-0.039, 0.053, -0.067], [-0.036, 0.029, 0.065], [-0.018, 0.081, 0.066], [0.039, 0.038, -0.039], [-0.020, 0.074, -0.058], [-0.044, -0.073, 0.048], [0.029, 0.021, 0.007], [-0.446, -0.091, 0.960], [0.048, -0.009, -0.018], [-0.033, -0.003, 0.139], [0.046, -0.860, -0.119], [-0.180, -0.291, 0.002], [0.381, -0.097, -0.410], [-0.197, -0.015, 0.033], [-0.016, -0.025, 0.113], [-0.016, -0.001, -0.004], [0.064, -0.135, 0.041], [0.026, 0.041, -0.035], [0.157, -0.024, 0.041], [-0.088, 0.062, 0.005], [0.030, -0.036, 0.022], [-0.023, 0.051, -0.020], [-0.133, -0.002, 0.045], [0.081, 0.129, -0.175], [0.334, -0.077, -0.014], [0.015, 0.049, -0.035], [-0.014, 0.344, 0.135], [0.050, 0.044, 0.092], [-0.083, 0.106, -0.061], [0.111, -0.035, 0.009], [0.009, -0.010, -0.009], [-0.195, 0.014, -0.136], [-0.012, 0.004, 0.015], [-0.006, -0.138, -0.016], [0.029, 0.034, -0.164], [-0.061, 0.021, -0.067], [-0.001, 0.000, -0.014], [-0.060, 0.036, 0.152], [0.007, 0.012, -0.014], [-0.100, 0.067, 0.038], [-0.034, 0.045, 0.023], [-0.014, 0.015, -0.001], [0.049, 0.052, 0.042], [0.026, -0.047, 0.040], [-0.009, -0.010, 0.003], [0.021, -0.005, -0.030], [0.020, 0.093, 0.074], [0.010, 0.011, 0.003], [-0.071, -0.020, -0.023], [0.089, 0.117, -0.035], [-0.069, 0.034, 0.032], [0.021, -0.031, 0.043], [-0.040, 0.000, -0.042], [0.038, 0.061, 0.089], [0.205, -0.142, -0.311], [-0.013, -0.004, -0.002], [-0.023, 0.008, 0.003], [-0.010, -0.001, 0.009], [0.002, -0.005, -0.013], [-0.081, 0.003, 0.042], [-0.036, 0.050, -0.013], [-0.030, 0.106, -0.018], [0.094, 0.019, -0.041], [0.016, -0.171, -0.029], [-0.125, -0.078, -0.059], [-0.020, 0.051, 0.006], [-0.044, 0.013, -0.009], [-0.029, 0.049, 0.012], [0.100, -0.189, -0.002], [0.046, 0.062, -0.135], [-0.006, 0.013, 0.008], [-0.031, 0.056, 0.023]],
  "spin_multiplicity": 1,
  "homo_energy_ev": -4.82,
  "orbital_gap_ev": 6.7,
  "charge": -1
}

---

[2]
{
  "formula": "C3H24NO9",
  "method": "the ωB97M-V functional and the def2-TZVPD basis",
  "elements": ["O", "O", "O", "O", "O", "O", "O", "O", "O", "N", "C", "C", "C", "H", "H", "H", "H", "H", "H", "H", "H", "H", "H", "H", "H", "H", "H", "H", "H", "H", "H", "H", "H", "H", "H", "H", "H"],
  "coordinates": [[-0.612, 0.434, 0.320], [-1.532, 2.416, -1.655], [0.260, -0.946, -1.490], [-2.050, -0.374, -2.734], [-2.895, 1.401, 1.301], [1.201, -1.629, 3.126], [0.320, 1.064, 3.099], [-0.891, -2.947, -0.263], [-3.240, -1.489, 0.193], [2.510, -0.077, -1.531], [1.646, -1.226, -1.588], [2.383, 2.004, -0.179], [2.644, 0.521, -0.207], [-1.609, 1.592, -2.178], [1.748, -1.765, -2.538], [2.554, 2.598, -1.073], [0.595, -1.959, 2.447], [2.261, 0.571, -2.257], [-0.240, -0.063, -0.591], [-1.324, 2.043, -0.785], [-3.500, 1.447, 0.560], [0.559, -1.059, 3.572], [1.943, -1.896, -0.766], [1.099, 1.368, 3.577], [-2.384, -0.624, -1.863], [2.785, 2.473, 0.726], [-0.263, -2.301, -0.700], [3.637, 0.207, 0.149], [-0.449, 1.444, 3.537], [-2.316, -1.712, -0.011], [-1.968, 1.227, 1.030], [2.022, -0.003, 0.524], [1.313, 2.118, 0.039], [-0.316, -0.129, 1.043], [-3.265, -0.810, 0.873], [-1.501, -3.187, -0.968], [-1.127, -0.732, -2.738]],
  "atomic_forces_ev_per_a": [[-0.036, 0.108, -0.341], [-0.054, -0.552, -0.081], [0.661, -0.352, -0.330], [0.322, -0.204, -0.343], [-0.419, 0.207, 1.278], [-0.912, -0.164, -0.062], [-0.136, -0.088, 0.209], [0.158, -0.162, 0.141], [-0.589, -0.232, -0.482], [0.014, -0.627, -0.202], [-1.242, 0.154, -0.030], [-1.484, 0.344, 1.345], [1.012, -0.886, -0.140], [-0.087, 0.316, 0.018], [0.571, 0.066, 0.002], [0.572, -0.231, -0.078], [0.507, -0.419, -0.290], [-0.225, 0.375, 0.024], [0.225, -0.158, 0.847], [0.154, 0.198, -0.054], [0.522, 0.005, -0.421], [0.515, 0.376, 0.204], [0.187, -0.041, -0.080], [-0.100, 0.035, -0.014], [-0.057, 0.049, -0.003], [0.619, 0.062, -0.337], [-0.455, 0.294, -0.242], [0.280, 0.703, -0.015], [0.070, 0.167, -0.062], [0.072, 0.103, 0.693], [-0.341, -0.327, -0.800], [-0.522, 0.291, -0.201], [-0.049, -0.061, -0.460], [0.103, 0.196, -0.088], [0.467, 0.232, -0.042], [0.126, -0.154, -0.058], [-0.447, 0.376, 0.494]],
  "spin_multiplicity": 1,
  "e_above_lowest_kcal_mol": 45.2,
  "homo_energy_ev": -5.23,
  "orbital_gap_ev": 7.8,
  "charge": -1
}

---

[3]
{
  "formula": "C2H2I4S",
  "method": "the ωB97M-V functional and the def2-TZVPD basis",
  "elements": ["I", "I", "I", "I", "S", "C", "C", "H", "H"],
  "coordinates": [[-1.453, -2.187, -3.245], [1.302, 0.280, 3.320], [-1.399, 2.194, 2.002], [0.805, -2.453, -0.499], [-1.404, 0.060, -1.065], [0.563, 1.623, 2.022], [-0.225, -1.013, -1.749], [0.665, -0.614, -2.162], [1.147, 2.110, 1.377]],
  "atomic_forces_ev_per_a": [[0.639, 0.813, 0.557], [0.180, -0.218, 0.173], [0.002, -0.013, 0.079], [-0.276, -0.034, 0.367], [0.170, -0.268, -0.124], [-2.571, -1.445, 2.053], [-0.653, -1.236, 0.367], [0.130, 0.725, -1.161], [2.378, 1.677, -2.311]],
  "spin_multiplicity": 1,
  "e_above_lowest_kcal_mol": 75.6,
  "homo_energy_ev": [-9.31, -8.01],
  "orbital_gap_ev": [8.5, 5.3],
  "charge": 0
}

---

[4]
{
  "formula": "C22H35N5O7SZr",
  "method": "the ωB97M-V functional and the def2-TZVPD basis",
  "elements": ["Zr", "S", "O", "O", "O", "O", "O", "O", "O", "N", "N", "N", "N", "N", "C", "C", "C", "C", "C", "C", "C", "C", "C", "C", "C", "C", "C", "C", "C", "C", "C", "C", "C", "C", "C", "C", "H", "H", "H", "H", "H", "H", "H", "H", "H", "H", "H", "H", "H", "H", "H", "H", "H", "H", "H", "H", "H", "H", "H", "H", "H", "H", "H", "H", "H", "H", "H", "H", "H", "H", "H"],
  "coordinates": [[0.838, 0.571, 0.225], [2.659, -0.008, -1.452], [-0.104, -1.917, -1.989], [-1.028, 1.476, -0.452], [1.631, 2.498, -0.449], [0.174, 2.396, 1.627], [-3.712, -3.524, 0.620], [-1.027, -0.117, 1.933], [1.886, 0.145, 1.769], [-0.425, -1.229, 0.112], [2.712, 4.417, 0.026], [-2.951, 2.610, -0.178], [-2.364, -1.852, 1.297], [3.298, -2.104, 0.078], [3.522, -4.355, -0.551], [-3.850, 3.453, 0.612], [-2.774, -2.964, -2.081], [3.452, 4.403, -1.241], [-1.217, 2.728, 1.562], [-3.479, 2.154, -1.468], [2.787, -2.688, -2.134], [1.890, 0.071, 3.188], [1.859, 3.470, 0.320], [1.103, 3.478, 1.643], [-3.441, -1.605, -2.250], [2.895, -1.710, -1.150], [-0.358, -4.672, 0.480], [-0.738, -2.034, -0.969], [3.102, -3.997, -1.835], [-1.276, -1.055, 1.150], [-2.736, -2.862, 0.397], [-1.870, -3.043, -0.839], [-1.229, -4.451, -0.750], [2.993, 5.554, 0.902], [-1.763, 2.239, 0.229], [3.606, -3.377, 0.401], [0.590, 4.425, 1.807], [-3.527, -3.747, -1.988], [3.359, -1.380, 0.790], [0.066, -5.675, 0.467], [-3.548, 3.493, 1.655], [-1.352, 3.802, 1.682], [2.612, 6.470, 0.451], [3.024, -4.754, -2.605], [2.874, 0.351, 3.564], [2.551, 5.425, 1.885], [3.264, 5.338, -1.767], [-3.884, 4.460, 0.197], [3.131, 3.566, -1.848], [4.517, 4.321, -1.029], [-4.218, 1.369, -1.306], [3.917, -3.552, 1.420], [0.470, -3.959, 0.526], [-2.956, -1.719, 2.107], [1.659, -0.945, 3.506], [-4.081, -1.368, -1.395], [4.071, 5.644, 1.022], [-2.158, -3.192, -2.950], [-0.935, -4.581, 1.404], [1.133, 0.737, 3.604], [-2.049, -5.170, -0.760], [-4.848, 3.023, 0.571], [-4.074, -1.596, -3.137], [-2.696, -0.813, -2.368], [-2.673, 1.776, -2.086], [3.780, -5.373, -0.301], [2.448, -2.394, -3.116], [-0.654, -4.595, -1.666], [-1.719, 2.203, 2.374], [1.797, 3.311, 2.469], [-3.957, 2.998, -1.961]],
  "atomic_forces_ev_per_a": [[-0.555, 0.134, 0.976], [-0.078, -0.151, -0.075], [0.268, -0.147, -0.369], [0.075, 0.048, -0.101], [0.097, 0.061, -0.017], [0.003, 0.118, 0.050], [0.100, 0.049, -0.006], [0.282, 0.173, -0.259], [0.054, 0.009, -0.098], [-0.028, -0.129, -0.201], [-0.001, 0.048, -0.037], [-0.051, -0.053, 0.037], [0.015, 0.010, 0.024], [-0.025, -0.002, -0.033], [-0.006, -0.012, 0.011], [0.000, -0.010, -0.006], [0.002, 0.051, -0.012], [-0.001, 0.007, 0.023], [0.020, -0.013, -0.010], [0.001, 0.018, 0.007], [-0.026, -0.012, 0.008], [-0.029, -0.009, -0.029], [0.020, -0.037, -0.010], [-0.021, 0.002, -0.004], [0.006, 0.005, -0.001], [0.100, 0.007, -0.014], [0.004, 0.000, -0.001], [-0.400, -0.009, 0.232], [-0.003, 0.002, -0.010], [0.115, -0.127, -0.053], [-0.079, -0.007, -0.025], [0.082, -0.112, 0.083], [-0.042, -0.020, -0.036], [-0.003, 0.000, 0.007], [0.054, 0.057, -0.045], [-0.013, 0.014, 0.011], [-0.003, 0.001, 0.005], [-0.002, -0.003, 0.011], [-0.019, 0.015, 0.010], [0.006, 0.010, 0.000], [-0.001, 0.003, -0.001], [0.001, 0.009, -0.009], [-0.001, 0.004, 0.002], [0.004, 0.002, 0.002], [0.009, 0.006, -0.004], [0.011, 0.006, -0.013], [-0.001, -0.001, 0.002], [0.002, 0.000, 0.000], [-0.006, -0.008, -0.003], [0.001, 0.000, 0.002], [0.002, 0.002, 0.002], [-0.001, -0.002, -0.003], [0.021, 0.005, -0.007], [0.019, 0.011, -0.011], [0.004, -0.006, -0.011], [0.001, -0.001, 0.002], [0.002, 0.002, 0.001], [0.002, 0.002, 0.001], [0.004, 0.003, -0.003], [0.000, 0.000, -0.010], [0.006, -0.008, 0.002], [-0.002, -0.001, 0.000], [0.004, 0.000, -0.004], [-0.007, -0.007, 0.007], [0.001, 0.000, 0.001], [-0.007, 0.000, -0.004], [-0.002, 0.003, -0.007], [0.007, -0.001, 0.006], [-0.008, 0.001, 0.011], [0.011, -0.007, 0.007], [0.002, 0.001, 0.002]],
  "spin_multiplicity": 1,
  "e_above_lowest_kcal_mol": 0.0,
  "homo_energy_ev": -14.30,
  "orbital_gap_ev": 8.9,
  "charge": 2
}